1.
{"formula": "CHF4NOS", "method": "the ωB97M-V functional and the def2-TZVPD basis", "species": ["N", "S", "O", "F", "C", "F", "F", "F", "H"], "coordinates": [[0.1529, -0.3530, 0.6328], [-1.2495, -1.0096, -0.2395], [-1.9963, -2.0737, 0.3005], [-0.7782, -1.5255, -1.7331], [-2.3717, 0.3318, -1.1457], [-3.0538, -0.2841, -2.0809], [-3.1093, 1.1464, -0.4115], [-1.3285, 1.0097, -1.6318], [0.3181, 0.4165, 0.0113]], "forces_ev_per_a": [[-5.19, -2.97, -2.24], [4.08, 2.04, 1.02], [-0.32, -0.44, 0.63], [-0.21, 0.47, 1.30], [1.76, -0.59, 0.81], [-0.23, 0.51, 0.20], [0.16, -0.85, -0.26], [-0.55, 0.84, -0.82], [0.51, 0.99, -0.64]], "mulliken_charge": [-0.522, 0.843, -0.464, -0.244, 0.688, -0.158, -0.179, -0.219, 0.255], "homo_ev": -10.50, "mol_weight_g_mol": 151.1, "orbital_gap_ha": 0.388, "energy_ev": -26292.716}

---

2.
{"formula": "CHFLi3O", "method": "the ωB97M-V functional and the def2-TZVPD basis", "species": ["C", "O", "Li", "Li", "H", "F", "Li"], "coordinates": [[0.4825, -1.5307, 0.9611], [1.3790, -0.9062, 0.3238], [-0.1488, 0.6627, -2.7048], [-2.2200, 0.4706, -0.6100], [0.8734, -1.8429, 1.9725], [-1.1493, 1.7262, -0.1206], [0.7832, 1.4203, 0.1781]], "forces_ev_per_a": [[-0.26, 1.05, -0.91], [-0.42, 0.68, 0.34], [0.05, -0.08, -0.02], [0.46, 0.01, 0.57], [0.23, -0.28, 0.17], [0.89, -0.35, -0.30], [-0.95, -1.02, 0.16]], "mulliken_charge": [-0.260, -0.521, 0.231, 0.539, 0.024, -0.792, 0.779], "homo_ev": [-5.31, -5.46], "multiplicity": 2, "mol_weight_g_mol": 68.8, "orbital_gap_ha": [0.173, 0.165], "energy_ev": -6431.180}

---

3.
{"formula": "CHFN2O3", "method": "the ωB97M-V functional and the def2-TZVPD basis", "species": ["C", "N", "N", "O", "O", "O", "F", "H"], "coordinates": [[-1.4392, 0.1104, -0.3422], [0.3281, -1.0726, 1.2470], [1.7929, 0.7480, 0.2334], [1.2047, -0.7747, 0.4569], [2.5739, 0.8710, -0.5841], [-0.5791, 0.8435, -0.6309], [-1.7456, -0.9718, -0.9656], [-2.1356, 0.2461, 0.5855]], "forces_ev_per_a": [[-2.06, 1.26, 3.55], [1.38, 1.12, -0.89], [0.77, 3.50, 0.41], [-0.76, -3.65, 0.38], [-0.85, -1.30, 0.45], [0.80, 0.97, -1.06], [-0.30, -1.65, -1.27], [1.02, -0.25, -1.57]], "mulliken_charge": [0.298, -0.103, 0.396, -0.113, -0.186, -0.397, -0.190, 0.295], "homo_ev": [-8.45, -8.40], "mol_weight_g_mol": 108.0, "orbital_gap_ha": [0.274, 0.275], "energy_ev": -12886.388}

---

4.
{"formula": "CHFN2OS", "method": "the ωB97M-V functional and the def2-TZVPD basis", "species": ["N", "C", "S", "N", "O", "F", "H"], "coordinates": [[-0.8873, -2.3298, -0.4968], [-0.5352, -1.2846, -0.2083], [-0.1045, 0.4202, 0.0289], [1.2502, 0.9271, -0.3036], [-1.1966, 1.1257, -0.7504], [-0.5331, 0.5524, 1.6311], [2.0065, 0.5890, 0.0991]], "forces_ev_per_a": [[-0.20, -0.95, -0.20], [0.77, 1.64, 0.75], [-4.48, 3.78, -2.18], [-4.94, 0.87, -1.54], [3.37, -2.63, 2.92], [0.90, -0.66, -2.21], [4.58, -2.06, 2.46]], "mulliken_charge": [-0.243, 0.252, 0.966, -0.490, -0.516, -0.235, 0.265], "homo_ev": -12.10, "mol_weight_g_mol": 108.1, "orbital_gap_ha": 0.433, "energy_ev": -19629.968}

---

5.
{"formula": "CHFO", "method": "the ωB97M-V functional and the def2-TZVPD basis", "species": ["C", "O", "F", "H"], "coordinates": [[0.1164, -0.1056, 0.0216], [0.7598, -1.0714, -0.0101], [0.5383, 1.1389, -0.0073], [-1.4145, 0.0380, -0.0041]], "forces_ev_per_a": [[-5.33, 0.60, -0.41], [0.31, -0.27, 0.14], [0.50, 0.33, 0.10], [4.53, -0.66, 0.18]], "mulliken_charge": [0.259, -0.310, -0.150, 0.202], "homo_ev": -11.58, "mol_weight_g_mol": 48.0, "orbital_gap_ha": 0.456, "energy_ev": -5816.475}

---

6.
{"formula": "CHI2O2S", "method": "the ωB97M-V functional and the def2-TZVPD basis", "species": ["C", "O", "O", "S", "I", "I", "H"], "coordinates": [[-0.5667, -0.0395, 0.6845], [2.4028, -0.0048, -0.4143], [0.7023, 0.7814, -1.9799], [1.2292, -0.3227, -1.2327], [-1.5102, -2.1118, 0.7936], [-2.1307, 1.4595, 0.3922], [-0.1268, 0.2381, 1.7565]], "forces_ev_per_a": [[1.05, -0.09, 1.03], [-0.57, -0.49, -0.66], [-0.14, 0.41, -0.90], [0.09, 0.54, 2.17], [0.35, 0.87, 0.26], [0.34, -0.32, 0.06], [-1.11, -0.91, -1.97]], "mulliken_charge": [-0.724, -0.486, -0.432, 0.666, -0.183, -0.112, 0.270], "homo_ev": [-3.88, -3.88], "mol_weight_g_mol": 330.9, "total_charge": -1, "orbital_gap_ha": [0.252, 0.252], "energy_ev": -32184.886}

---

7.
{"formula": "CHI3O", "method": "the ωB97M-V functional and the def2-TZVPD basis", "species": ["C", "O", "I", "I", "I", "H"], "coordinates": [[1.0199, 0.9243, -0.3181], [0.4545, 1.7014, -1.2126], [2.5824, -0.3239, -1.1256], [1.6094, 1.9239, 1.5520], [1.6180, 2.7528, -2.4988], [-0.1212, -0.0065, -0.2798]], "forces_ev_per_a": [[-3.11, -3.75, 0.56], [0.03, 1.55, -1.48], [0.07, -0.21, 0.39], [-0.28, -0.46, -0.66], [-0.28, 0.32, 0.26], [3.58, 2.55, 0.93]], "mulliken_charge": [-0.396, -0.439, 0.137, 0.085, 0.294, 0.319], "homo_ev": -9.41, "mol_weight_g_mol": 409.7, "orbital_gap_ha": 0.288, "energy_ev": -27399.488}

---

8.
{"formula": "CHI3S", "method": "the ωB97M-V functional and the def2-TZVPD basis", "species": ["C", "S", "I", "I", "I", "H"], "coordinates": [[-0.5139, -0.1380, 0.2271], [1.3007, -0.4084, -1.3682], [-2.3650, 0.5152, -0.7260], [-0.9216, -1.9004, 1.3309], [2.5453, 1.2159, -0.3865], [-0.0456, 0.7157, 0.9227]], "forces_ev_per_a": [[1.40, 1.27, -0.24], [-3.05, -0.57, 1.51], [1.23, -0.09, 0.29], [0.49, 0.34, -0.26], [0.91, 1.00, 0.51], [-0.98, -1.96, -1.80]], "mulliken_charge": [-0.674, -0.131, 0.144, 0.170, 0.137, 0.354], "homo_ev": -8.77, "mol_weight_g_mol": 425.8, "orbital_gap_ha": 0.262, "energy_ev": -36188.189}

---

9.
{"formula": "CHIN2", "method": "the ωB97M-V functional and the def2-TZVPD basis", "species": ["I", "C", "N", "N", "H"], "coordinates": [[-1.9522, 0.8058, 0.0423], [0.1389, 0.2554, 0.0713], [0.4863, -1.0029, 0.6516], [0.4971, -0.9882, -0.5681], [0.8299, 0.9299, -0.1971]], "forces_ev_per_a": [[1.01, -0.07, 0.01], [-3.21, -1.46, -0.45], [0.68, -0.51, 0.38], [-0.52, -1.06, 0.01], [2.05, 3.10, 0.05]], "mulliken_charge": [0.037, -0.148, -0.192, -0.161, 0.464], "homo_ev": -9.76, "mol_weight_g_mol": 167.9, "orbital_gap_ha": 0.362, "energy_ev": -12131.167}

---

10.
{"formula": "CHIN2", "method": "the ωB97M-V functional and the def2-TZVPD basis", "species": ["C", "N", "N", "I", "H"], "coordinates": [[0.4233, -0.2986, 0.4167], [0.7500, -1.2762, -0.2118], [0.3178, 0.4699, -0.7132], [-1.4790, 1.1497, -0.8664], [-0.0121, -0.0449, 1.3747]], "forces_ev_per_a": [[-1.03, 2.04, 2.09], [0.22, -1.48, -1.98], [2.97, -1.07, -0.11], [-2.59, 0.67, -0.60], [0.43, -0.16, 0.61]], "mulliken_charge": [0.120, -0.280, -0.380, 0.175, 0.364], "homo_ev": [-9.47, -9.48], "mol_weight_g_mol": 167.9, "orbital_gap_ha": [0.304, 0.304], "energy_ev": -12129.425}

---

11.
{"formula": "CHLiLuO2", "method": "the ωB97M-V functional and the def2-TZVPD basis", "species": ["O", "C", "O", "Lu", "Li", "H"], "coordinates": [[-0.2327, 1.2660, 2.0673], [0.2092, -1.5653, -2.2228], [-0.0052, -1.5409, -0.9699], [0.1556, -0.2808, 0.7734], [-0.7239, 2.6620, 2.8923], [0.5969, -0.5410, -2.5403]], "forces_ev_per_a": [[0.55, -2.75, -2.61], [0.16, -0.49, -1.34], [-0.16, 1.49, 2.36], [-0.50, 1.50, 1.34], [-0.02, 0.09, 0.10], [-0.02, 0.16, 0.14]], "mulliken_charge": [-0.981, -0.071, -0.532, 1.715, 0.878, -0.008], "homo_ev": [-10.63, -10.63], "mol_weight_g_mol": 226.9, "total_charge": 1, "orbital_gap_ha": [0.159, 0.159], "energy_ev": -38964.436}

---

12.
{"formula": "CHLiO2", "method": "the ωB97M-V functional and the def2-TZVPD basis", "species": ["H", "O", "C", "O", "Li"], "coordinates": [[-2.0148, 0.1270, 0.0390], [-1.5632, -0.3672, -0.6487], [-2.6103, -1.9781, -0.0576], [-1.7166, -2.7032, -0.2856], [-0.0604, -1.3799, -0.6418]], "forces_ev_per_a": [[0.20, 0.49, -0.23], [0.29, 0.46, 0.35], [1.83, -0.79, -0.67], [-1.20, -0.44, 0.52], [-1.12, 0.28, 0.03]], "mulliken_charge": [0.244, -0.912, 0.167, -0.377, 0.879], "homo_ev": -8.55, "mol_weight_g_mol": 52.0, "orbital_gap_ha": 0.293, "energy_ev": -5352.632}

---

13.
{"formula": "CHLiO2Pr", "method": "the ωB97M-V functional and the def2-TZVPD basis", "species": ["H", "O", "C", "O", "Li", "Pr"], "coordinates": [[0.7495, 0.5559, -1.3491], [-0.3401, 1.2913, -0.4722], [0.5510, 0.4392, -0.1492], [0.0931, -0.5531, 0.5143], [0.8709, -2.3459, 0.3248], [-1.9244, 0.6126, 1.1314]], "forces_ev_per_a": [[3.31, -1.42, 1.65], [-2.85, 2.23, 3.72], [-2.14, -0.23, -6.52], [0.00, -0.54, 2.25], [0.63, -0.65, -0.02], [1.05, 0.62, -1.08]], "mulliken_charge": [0.480, -0.451, 0.354, -0.681, 0.951, 2.348], "homo_ev": [-24.69, -24.73], "multiplicity": 3, "mol_weight_g_mol": 192.9, "total_charge": 3, "orbital_gap_ha": [0.241, 0.301], "energy_ev": -19386.661}

---

14.
{"formula": "CHN2", "method": "the ωB97M-V functional and the def2-TZVPD basis", "species": ["C", "N", "N", "H"], "coordinates": [[-1.2816, 0.5685, 0.1527], [-0.8570, -0.7345, 0.0489], [-0.0570, 0.1849, -0.2250], [2.1957, -0.0188, 0.0234]], "forces_ev_per_a": [[-2.63, 3.12, 0.57], [1.74, -1.25, -0.66], [2.07, -2.07, 0.38], [-1.18, 0.20, -0.29]], "mulliken_charge": [0.281, 0.113, 0.073, 0.532], "homo_ev": [-18.33, -18.00], "mol_weight_g_mol": 41.0, "total_charge": 1, "orbital_gap_ha": [0.353, 0.219], "energy_ev": -4014.572}

---

15.
{"formula": "CHN2O2P", "method": "the ωB97M-V functional and the def2-TZVPD basis", "species": ["C", "N", "N", "O", "O", "P", "H"], "coordinates": [[-1.7234, -0.2668, -0.0272], [-2.7092, 0.1525, -0.3958], [0.9970, 0.5764, -0.0676], [0.8252, 1.7282, 0.3499], [1.3554, 0.2086, -1.1649], [0.4220, -0.7273, 1.0598], [0.8330, -1.6715, 0.2458]], "forces_ev_per_a": [[5.36, -1.80, 2.59], [-2.17, 0.81, -0.89], [-0.57, 1.25, -0.01], [0.65, -1.58, -0.78], [0.34, 0.74, 0.23], [-4.11, 2.58, 0.73], [0.49, -2.00, -1.87]], "mulliken_charge": [0.004, -0.286, 0.765, -0.458, -0.461, 0.292, 0.144], "homo_ev": -11.66, "mol_weight_g_mol": 104.0, "orbital_gap_ha": 0.326, "energy_ev": -17410.809}

---

16.
{"formula": "CHN3O", "method": "the ωB97M-V functional and the def2-TZVPD basis", "species": ["C", "N", "N", "N", "O", "H"], "coordinates": [[0.5090, -0.9725, 0.4578], [1.7808, 0.9262, -0.4146], [2.8741, -0.3844, 0.2977], [1.6764, -0.1960, 0.1504], [-0.2144, -1.4939, -0.3265], [0.3811, -1.0500, 1.4676]], "forces_ev_per_a": [[-1.27, -1.25, -1.58], [0.47, 0.20, 0.01], [1.69, 0.04, 0.31], [-1.28, 0.54, -1.49], [0.69, 0.63, -0.38], [-0.30, -0.16, 3.14]], "mulliken_charge": [0.070, -0.490, -0.510, 0.914, -0.314, 0.331], "homo_ev": [-9.39, -9.35], "mol_weight_g_mol": 71.0, "orbital_gap_ha": [0.300, 0.301], "energy_ev": -7563.901}

---

17.
{"formula": "CHN3O", "method": "the ωB97M-V functional and the def2-TZVPD basis", "species": ["O", "C", "N", "N", "N", "H"], "coordinates": [[0.9600, -1.2636, -0.1618], [0.0138, -0.7019, -0.5511], [-0.6731, 0.4731, 0.3118], [0.1447, 1.5840, 0.4129], [0.1619, 0.9099, 1.4288], [-0.6073, -1.0015, -1.4406]], "forces_ev_per_a": [[1.15, -0.45, 0.29], [-2.05, 1.67, 0.91], [-1.86, -3.72, -2.81], [1.50, 0.98, 1.61], [0.96, 0.96, -0.65], [0.30, 0.56, 0.64]], "mulliken_charge": [-0.351, 0.157, -0.032, -0.045, -0.061, 0.333], "homo_ev": -10.11, "mol_weight_g_mol": 71.0, "orbital_gap_ha": 0.367, "energy_ev": -7566.484}

---

18.
{"formula": "CHN3O", "method": "the ωB97M-V functional and the def2-TZVPD basis", "species": ["H", "N", "N", "O", "C", "N"], "coordinates": [[1.8960, -0.0924, 0.1447], [1.2128, 0.6610, -0.1156], [0.1251, -0.2074, -0.0826], [0.1100, -1.4143, 0.0340], [-1.1131, 0.4025, 0.0146], [-2.2308, 0.6506, 0.0049]], "forces_ev_per_a": [[0.34, 0.99, -0.66], [-3.53, -4.39, 0.75], [3.57, 3.68, 0.56], [0.36, -0.69, -0.06], [-0.65, 0.02, -0.79], [-0.09, 0.39, 0.19]], "mulliken_charge": [0.255, -0.461, 0.664, -0.495, 0.272, -0.235], "homo_ev": [-11.20, -11.24], "mol_weight_g_mol": 71.0, "orbital_gap_ha": [0.349, 0.350], "energy_ev": -7566.118}

---

19.
{"formula": "CHN3O2", "method": "the ωB97M-V functional and the def2-TZVPD basis", "species": ["O", "C", "N", "N", "N", "O", "H"], "coordinates": [[2.3681, -0.0126, 0.0245], [1.1751, 0.1066, 0.0093], [0.3094, 1.2839, -0.1890], [-0.9155, 0.8810, -0.0083], [-1.1049, -0.3595, -0.0126], [0.1284, -0.8812, -0.2591], [-1.9606, -1.0184, 0.4352]], "forces_ev_per_a": [[-2.59, -0.54, 0.35], [-1.93, 1.85, -2.62], [-0.20, -1.43, 1.83], [-0.87, 4.38, 0.24], [0.45, -2.72, 0.41], [1.80, -4.22, 1.38], [3.34, 2.68, -1.59]], "mulliken_charge": [-0.437, 0.552, -0.245, -0.112, 0.104, -0.232, 0.370], "homo_ev": -10.27, "mol_weight_g_mol": 87.0, "orbital_gap_ha": 0.368, "energy_ev": -9614.031}

---

20.
{"formula": "CHN3O2", "method": "the ωB97M-V functional and the def2-TZVPD basis", "species": ["O", "C", "N", "N", "N", "O", "H"], "coordinates": [[0.6354, 1.8051, -0.3145], [0.2348, 0.5517, -0.1807], [-0.2503, -0.3202, -1.0558], [-0.6388, -1.3651, -0.3116], [-0.3866, -1.2209, 0.8850], [0.2124, 0.0754, 1.0327], [0.7389, 1.9895, -1.2843]], "forces_ev_per_a": [[0.24, -0.50, -1.50], [-0.77, -0.96, -0.20], [0.45, 1.84, -0.43], [0.32, -0.21, -0.19], [-0.02, -0.02, 0.94], [-0.01, 0.00, 0.31], [-0.21, -0.14, 1.08]], "mulliken_charge": [-0.434, 0.689, -0.350, -0.117, -0.002, -0.166, 0.379], "homo_ev": -11.14, "mol_weight_g_mol": 87.0, "orbital_gap_ha": 0.419, "energy_ev": -9616.086}